C37H33IrN6O5P | ωB97M-V/def2-TZVPD

```
83
C37H33IrN6O5P ωB97M-V/def2-TZVPD
Ir 0.316 -0.004 1.100
P 2.638 0.215 2.312
O 2.147 -0.626 -0.207
O 3.627 1.519 2.359
O 2.160 0.023 3.834
O -4.239 0.970 -5.025
O 3.752 -0.917 2.258
N -0.330 -1.541 -0.528
N 0.047 -1.367 2.588
N -0.548 1.193 2.406
N -0.296 -2.810 -5.553
N 0.851 -2.718 -5.041
N 0.146 1.603 -0.110
C -0.179 4.032 -1.436
C 3.002 -0.372 4.911
C 0.243 2.909 -2.107
C -1.245 -1.859 -5.541
C 4.663 -1.094 1.178
C -0.490 3.939 -0.063
C -0.956 5.033 0.693
C -0.820 -0.765 6.125
C -1.024 -3.034 -2.762
C -0.452 -1.456 4.954
C -0.666 0.655 3.663
C -1.220 3.597 2.619
C 0.564 -1.724 -1.531
C 3.115 2.827 2.169
C -1.972 0.396 -5.045
C 0.219 -2.408 -2.721
C -2.574 -2.198 -5.858
C -0.963 -0.519 -5.177
C -0.974 1.290 4.866
C -5.604 0.617 -5.115
C -1.309 4.844 2.005
C 0.375 -2.646 2.626
C 1.897 -1.250 -1.303
C -0.087 -2.818 4.961
C 0.329 -3.407 3.793
C 2.529 -2.102 -3.492
C 1.189 -2.440 -3.797
C -0.711 2.483 1.950
C 0.403 1.718 -1.405
C -3.307 0.022 -5.268
C -1.044 0.587 6.067
C -1.899 -2.884 -1.701
C -0.371 -0.752 3.726
C -1.525 -2.093 -0.621
C -3.584 -1.277 -5.708
C 2.867 -1.524 -2.298
C -0.340 2.678 0.573
H -1.288 -3.674 -3.590
H -2.861 -3.370 -1.705
H 3.525 3.470 2.951
H -6.160 1.503 -4.816
H -2.796 -3.205 -6.174
H 0.485 2.934 -3.156
H -1.773 1.418 -4.756
H -1.680 5.674 2.587
H 3.887 -1.237 -2.094
H 3.833 0.319 5.036
H 2.369 -0.369 5.796
H -1.257 1.136 6.971
H 4.627 -2.142 0.882
H 3.424 3.196 1.187
H -1.590 3.521 3.623
H -0.885 -1.299 7.061
H -1.150 2.349 4.914
H 0.065 -0.223 -5.026
H 3.277 -2.248 -4.254
H -1.049 6.005 0.234
H 0.750 0.830 -1.914
H 4.395 -0.473 0.329
H -2.194 -1.941 0.216
H 3.388 -1.374 4.735
H 0.701 -3.087 1.694
H -5.847 -0.211 -4.440
H 2.024 2.840 2.233
H -5.882 0.351 -6.137
H -4.592 -1.571 -5.950
H 0.636 -4.440 3.770
H -0.277 4.979 -1.943
H 5.664 -0.835 1.523
H -0.119 -3.368 5.890
```

The spin multiplicity is 5. The calculation puts the HOMO energy (alpha / beta) at -8.230 / -10.084 eV. The frontier orbital gap (alpha / beta) is 5.098 / 5.891 eV. As for the net charge: +1. As for the lowest unoccupied orbital energy (alpha / beta): -3.13 / -4.19 eV.

C37H34B2F4NO23S | ωB97M-V/def2-TZVPD

```
102
C37H34B2F4NO23S ωB97M-V/def2-TZVPD
S 1.329 1.718 1.382
F 0.801 -0.185 3.132
F 2.851 -0.197 2.435
F 1.192 -0.869 1.147
F 5.293 1.753 -3.251
O -5.537 -8.469 -1.162
O -5.170 1.739 5.520
O 0.214 2.219 2.137
O -0.787 4.632 -3.482
O 4.001 4.895 -1.875
O -2.707 2.235 -0.602
O 2.424 2.598 1.667
O -7.193 0.184 6.333
O 3.606 -0.511 -0.266
O -0.413 -4.314 2.474
O -4.939 -5.053 1.992
O 3.819 -3.542 0.635
O 3.686 2.695 -4.436
O -5.594 -0.274 1.310
O 4.809 -5.837 1.623
O 5.422 7.405 -5.563
O 5.397 9.552 -3.959
O -3.044 4.351 -2.747
O 3.893 7.056 -0.288
O -2.621 -6.232 2.640
O 0.594 -6.572 3.538
O -7.675 -1.770 2.102
O -3.261 -9.692 -0.450
N 2.019 1.196 -1.170
C 4.709 6.069 -3.785
C 5.939 1.009 -0.386
C 1.906 1.098 -2.502
C 5.055 8.503 -3.453
C 1.664 -3.852 1.515
C -7.520 -0.850 4.245
C -1.440 2.336 -0.030
C -4.578 -6.171 1.354
C -5.306 0.799 3.386
C -0.372 1.849 -2.345
C -5.729 0.900 4.653
C -5.333 -6.716 0.394
C 4.049 1.799 -3.730
C 0.713 1.441 -3.116
C -3.610 -8.565 0.166
C 1.356 -5.910 2.864
C -5.947 -0.131 2.470
C 4.314 5.957 -2.392
C 3.538 -5.515 1.875
C -0.260 1.922 -0.927
C 3.048 -4.228 1.287
C 5.057 7.260 -4.293
C 0.859 -4.632 2.251
C -7.098 -0.946 2.979
C 3.038 0.654 -3.433
C -4.900 -7.939 -0.274
C 4.585 1.798 -0.390
C 4.285 7.201 -1.558
C 2.741 -6.297 2.614
C -3.344 0.970 -0.340
C 4.635 8.390 -2.061
C -2.854 -8.015 1.125
C 0.978 1.609 -0.390
C -3.276 -6.784 1.773
C 1.601 0.000 2.114
C -6.864 0.065 5.171
C -1.619 2.207 -3.143
B 3.408 0.791 -0.595
B -1.813 3.802 -3.125
H 4.557 2.303 0.590
H -4.146 0.864 -1.080
H -0.957 5.514 -3.123
H -5.656 1.617 6.359
H 0.629 1.368 -4.198
H -2.999 4.472 -1.786
H 3.084 -7.227 3.045
H -4.488 1.395 3.004
H 3.012 -1.090 -0.769
H -0.780 -5.035 3.029
H -2.508 1.680 -2.786
H 5.942 0.265 0.425
H -2.590 0.169 -0.439
H 2.592 0.453 -4.414
H 3.522 -0.287 -3.129
H -3.970 -9.874 -1.096
H -1.255 3.336 0.394
H -7.187 -1.654 1.266
H -6.272 -6.283 0.081
H -1.485 1.920 -4.200
H 4.621 9.294 -1.469
H -1.921 -8.455 1.450
H 4.707 5.165 -4.379
H 6.770 1.695 -0.168
H 6.115 0.458 -1.316
H 3.700 6.107 -0.177
H -1.430 1.644 0.831
H 5.624 8.355 -5.675
H 1.322 -2.932 1.071
H -4.225 -4.873 2.632
H 5.164 -5.113 1.074
H -8.347 -1.433 4.624
H 4.591 2.616 -1.128
H -3.764 0.979 0.671
```

The spin multiplicity is 1. The calculation puts the HOMO energy at -11.344 eV. The frontier orbital gap is 6.709 eV. As for the net charge: +1. As for the lowest unoccupied orbital energy: -4.63 eV.

C37H34F2LaN5O5 | ωB97M-V/def2-TZVPD

```
84
C37H34F2LaN5O5 ωB97M-V/def2-TZVPD
La 17.663 4.865 12.623
F 17.238 10.108 7.361
F 24.608 3.938 12.290
O 17.550 7.103 12.977
O 15.400 4.088 12.188
O 19.877 5.466 12.061
O 18.096 9.261 12.767
O 18.949 4.870 14.693
N 26.153 6.225 12.530
N 17.016 2.912 14.010
N 22.062 8.871 12.748
N 15.949 2.268 13.569
N 28.651 5.356 13.361
C 26.890 5.252 11.716
C 24.115 7.531 12.711
C 17.228 8.958 8.000
C 22.763 10.210 12.749
C 17.192 6.405 9.254
C 22.591 5.116 12.529
C 18.386 6.964 8.786
C 20.671 2.127 17.196
C 20.912 3.514 17.384
C 11.100 1.795 12.398
C 20.506 6.468 12.587
C 27.779 4.403 12.591
C 16.048 8.430 8.527
C 17.164 5.073 9.752
C 13.821 2.415 12.462
C 23.477 10.315 14.095
C 12.041 0.893 12.957
C 13.351 1.261 13.063
C 20.305 4.457 16.598
C 18.408 8.159 8.086
C 19.255 4.089 15.683
C 19.867 7.755 12.750
C 26.998 7.150 13.193
C 27.850 6.358 14.182
C 20.725 8.877 12.853
C 23.956 5.179 12.532
C 18.418 8.059 12.888
C 22.725 7.624 12.839
C 15.113 2.978 12.754
C 15.944 7.150 9.027
C 19.609 1.782 16.402
C 18.775 2.715 15.762
C 24.812 6.355 12.636
C 17.663 2.291 15.020
C 11.577 2.813 11.656
C 12.935 3.171 11.696
C 21.892 6.351 12.774
H 10.902 3.287 10.952
H 28.384 3.731 12.019
H 27.136 3.920 13.337
H 29.219 4.832 14.086
H 26.165 4.672 11.178
H 29.420 5.877 12.731
H 17.364 1.250 15.172
H 22.690 10.164 14.845
H 27.308 5.875 14.971
H 21.265 1.416 17.695
H 23.483 10.261 11.888
H 26.398 7.803 13.816
H 22.103 4.202 12.321
H 27.609 7.726 12.475
H 16.172 4.631 9.736
H 19.262 6.363 8.905
H 24.652 8.515 12.573
H 21.756 3.799 18.015
H 24.195 9.542 14.164
H 19.394 0.696 16.158
H 10.039 1.577 12.381
H 20.294 9.867 12.985
H 20.483 5.530 16.562
H 23.937 11.283 14.211
H 18.020 4.304 9.756
H 27.531 5.822 10.994
H 28.525 7.029 14.725
H 15.156 9.121 8.567
H 21.927 10.885 12.661
H 19.343 8.501 7.557
H 11.844 -0.114 13.315
H 14.157 0.606 13.477
H 13.347 3.984 11.049
H 15.015 6.599 9.200
```

The spin multiplicity is 1. The calculation puts the HOMO energy at -3.987 eV. The frontier orbital gap is 1.528 eV. As for the lowest unoccupied orbital energy: -2.46 eV.

Values of relative energy (zero: lowest compared OMol25 entry of this formula, charge and spin), in order: 104.0 0.0 198.3, all in kJ/mol.
Values of total energy, in order: -70204.3959 -110554.8578 -62899.6594, all in eV.
Values of strongest force on any atom, in order: 2.22 4.62 4.49, all in eV/Å.